Entry 1:
{
  "formula": "C3H7N3OS",
  "method": "the ωB97M-V functional and the def2-TZVPD basis",
  "symbols": ["C", "C", "C", "H", "H", "H", "H", "H", "H", "H", "N", "N", "N", "O", "S"],
  "coordinates": [[-0.41332, -0.77525, 0.03581], [-0.07299, 0.61266, 0.33957], [1.34148, 0.79027, 0.09949], [-3.41140, -0.97956, 0.60169], [-2.41386, 0.37645, 0.48847], [0.38976, -1.48017, -0.45402], [-0.20064, 0.70510, 1.50288], [-1.26349, 1.03601, -1.02728], [1.81671, 1.79470, -0.28394], [3.98638, -1.47701, -1.18101], [-2.71793, -0.38303, 0.01768], [-1.64416, -1.27523, 0.01163], [2.03539, -0.25514, -0.05335], [-1.17864, 1.48427, -0.22421], [3.74672, -0.17406, 0.12658]],
  "forces_ev_per_angstrom": [[-2.27, -4.28, -1.98], [-3.22, 0.80, 2.77], [2.77, 2.95, -3.14], [0.87, 1.88, -1.46], [0.07, 3.45, 1.99], [-1.80, 1.34, 1.84], [0.12, 0.20, -1.81], [-0.87, -0.58, -2.54], [-1.03, -1.22, 1.65], [-0.34, 2.87, 3.02], [-2.37, -5.92, 1.33], [3.16, 0.90, -1.59], [1.16, -0.62, 1.43], [3.94, 0.82, 2.23], [-0.21, -2.57, -3.72]],
  "lowdin_charge": [-0.16, -0.32, -0.27, 0.13, -0.01, 0.14, 0.19, 0.05, 0.15, 0.07, 0.01, -0.04, -0.48, -0.04, 0.59],
  "e_tot_ha": -755.9769,
  "homo_lumo_gap_ev": 8.073,
  "e_homo_ev": -8.774
}

---

Entry 2:
{
  "formula": "C3H7N3OS",
  "method": "the ωB97M-V functional and the def2-TZVPD basis",
  "symbols": ["C", "C", "C", "H", "H", "H", "H", "H", "H", "H", "N", "N", "N", "O", "S"],
  "coordinates": [[-0.57557, 0.01251, -1.85229], [0.16884, -0.76951, 1.15402], [-1.70058, 1.37204, -0.09745], [0.28835, 0.49072, -2.32334], [-1.49689, 0.24591, -2.42745], [-0.39170, -1.06268, -1.80322], [-0.84095, -1.10265, 1.29765], [3.11875, -1.41807, 1.77354], [2.54607, -0.27145, 0.68274], [-2.42932, 1.52335, -0.91058], [-0.75665, 0.51283, -0.50237], [1.15190, -1.27341, 1.76321], [2.40617, -0.70155, 1.60213], [0.33924, 0.31841, 0.29385], [-1.82765, 2.12355, 1.34955]],
  "forces_ev_per_angstrom": [[-0.41, 0.20, -0.14], [0.91, 0.21, 0.19], [-0.27, 0.28, -0.19], [-0.12, 0.03, 0.04], [0.67, -0.31, 0.34], [-0.17, 0.05, -0.14], [-0.25, -0.12, 0.00], [-0.54, 0.45, -0.06], [-0.09, -0.12, 0.38], [0.19, -0.05, 0.38], [-0.31, 0.07, -0.27], [-0.24, 0.15, -0.22], [0.22, -0.36, -0.37], [0.37, -0.28, 0.34], [0.03, -0.20, -0.27]],
  "lowdin_charge": [-0.01, -0.21, -0.69, 0.10, 0.10, 0.09, 0.12, 0.09, 0.08, 0.08, -0.27, -0.03, 0.00, -0.08, 0.63],
  "smiles": "CN(C=S)O/C=N\\N",
  "e_tot_ha": -756.0939,
  "homo_lumo_gap_ev": 9.085,
  "e_homo_ev": -8.543
}

---

Entry 3:
{
  "formula": "C3H7N3S",
  "method": "the ωB97M-V functional and the def2-TZVPD basis",
  "symbols": ["C", "C", "C", "H", "H", "H", "H", "H", "H", "H", "N", "N", "N", "S"],
  "coordinates": [[0.26754, -0.06468, 2.43273], [-0.02313, 0.84691, 0.25047], [-0.22635, 0.11671, -2.93799], [1.21480, -0.45711, 2.83386], [0.32728, 1.09656, 2.57847], [-0.46544, -0.75735, 2.65652], [-0.54375, -1.51564, -0.87785], [0.28630, 1.65413, 1.04783], [-0.20507, -0.92311, -3.55109], [-0.24394, 1.18287, -3.21282], [0.24549, -0.21819, 0.94655], [-0.51026, 1.09222, -0.94263], [-0.40268, -0.16756, -1.65379], [0.27920, -1.88578, 0.42974]],
  "forces_ev_per_angstrom": [[3.20, 2.06, -2.03], [-0.10, 3.29, 1.27], [-0.95, -4.15, 2.32], [-0.15, 0.04, -0.17], [-1.05, -2.51, 0.70], [-2.19, -0.38, 1.87], [1.63, 0.08, 1.81], [-1.41, -0.16, -2.70], [0.13, 3.15, 0.77], [0.24, -0.76, -0.43], [0.89, -1.99, 0.73], [1.53, -1.74, 1.11], [-0.54, 3.08, -4.15], [-1.23, -0.01, -1.10]],
  "lowdin_charge": [-0.10, -0.33, -0.02, 0.08, 0.11, 0.03, -0.01, 0.14, 0.12, 0.07, -0.56, 0.00, -0.19, 0.66],
  "smiles": "C=N/N=C\\N(C)S",
  "e_tot_ha": -680.7885,
  "homo_lumo_gap_ev": 8.685,
  "e_homo_ev": -7.904
}